This record from the Open Molecules 2025 dataset describes 3 unconnected molecules or ions with the total composition C3H14NO2 in a non-equilibrium geometry. The level of theory is ωB97M-V/def2-TZVPD.

## Properties
- Molar mass: 96.150 g/mol
- F_max: 1.2 eV Å⁻¹
- ΔE to the lowest compared entry with this formula, charge and spin: 5.7 kcal per mole
- Electronic energy: -327.8072 a.u.
- 2S+1: 2

```
20
Properties=species:S:1:pos:R:3:forces:R:3
C 0.70118 0.99991 2.11669 -0.1 -0.3 -0.3
C 1.39662 0.61769 0.82283 0.5 0.3 -0.1
N 0.50973 -0.18302 -0.02131 -1.0 -0.1 -0.7
C 1.12475 -0.82690 -1.20653 -0.6 0.4 0.1
H -0.35576 1.15699 1.90927 -0.1 0.3 0.0
H 1.11348 1.91031 2.53731 0.1 0.0 0.1
H 0.75395 0.18436 2.83144 0.1 0.0 0.2
H 2.31649 0.05133 0.94301 0.1 -0.1 0.4
H 1.69138 1.49284 0.24489 -0.2 0.1 -0.1
H -0.10277 -0.82124 0.50725 0.4 -0.3 -0.2
H -0.22820 0.41684 -0.48711 -0.1 0.5 0.4
H 1.87811 -1.52567 -0.88031 0.3 -0.2 -0.2
H 0.30762 -1.28405 -1.75982 0.1 -0.4 0.1
H 1.47849 -0.01726 -1.85009 0.4 -0.2 0.2
H -2.21099 1.44585 -0.99873 -0.1 0.2 0.0
H -1.00022 2.02851 -1.89844 -0.4 0.0 0.2
O -1.31683 1.27041 -1.36087 0.6 -0.3 -0.2
H -1.77147 -2.75273 0.24775 0.1 0.0 -0.1
H -2.52195 -1.43471 0.21392 0.0 0.3 -0.2
O -1.70596 -1.85368 -0.11098 -0.1 -0.3 0.4
```
Forces are in eV/Å.